C7H7NS | the ωB97M-V functional and the def2-TZVPD basis

Each atom is followed by the atoms it is bonded to, with distances in Å.
Element x y z (Å)
1 C 1.182 -0.994 -0.587  C7 1.468, N8 1.144
2 C -2.635 0.694 0.359  C3 1.440, C4 1.357, H10 1.036
3 C -1.570 1.486 -0.201  C2 1.440, C5 1.397, H11 1.084
4 C -2.438 -0.648 0.383  C2 1.357, C6 1.384, H12 0.996
5 C -0.322 0.941 -0.513  C3 1.397, C7 1.363, H13 1.097
6 C -1.228 -1.248 0.081  C4 1.384, C7 1.445, H15 1.043
7 C -0.134 -0.396 -0.329  C1 1.468, C5 1.363, C6 1.445
8 N 2.238 -1.429 -0.528  C1 1.144
9 S 5.003 0.133 0.024  H14 1.313, H16 1.425
10 H -3.575 0.988 0.678  C2 1.036
11 H -1.545 2.570 -0.174  C3 1.084
12 H -3.254 -1.165 0.628  C4 0.996
13 H 0.475 1.648 -0.774  C5 1.097
14 H 4.824 0.573 1.248  S9 1.313
15 H -1.061 -2.247 -0.166  C6 1.043
16 H 4.040 -0.906 -0.129  S9 1.425

## Properties
Kohn-Sham gap ... 8.988 eV
LUMO level ... -0.005 eV
E_HOMO ... -8.9936 eV
Maximum force ... 0.08231 hartree/bohr
SMILES ... N#Cc1ccccc1.S
Relative energy (zero: lowest compared OMol25 entry of this formula, charge and spin) ... 18.0 kJ/mol